Below is C33H35F9IrN3O2P2S as an isolated structure, with properties calculated with ωB97M-V with the def2-TZVPD basis set.

Each line ends with the Löwdin charge.
Positions of all 86 atoms, in Å:
Ir (0.109270, 0.550391, -0.615594)  1.349
C (-1.931529, 2.213712, -4.106840)  0.024
C (-2.267650, 3.480623, -3.664789)  0.034
C (-1.901271, 3.857872, -2.378888)  0.044
C (-1.239130, 2.962681, -1.565670)  -0.211
N (-0.962185, 1.693452, -1.990773)  -0.081
C (-1.279742, 1.354318, -3.243323)  -0.099
C (-0.689423, 3.329198, -0.243541)  -0.198
C (-0.836010, 4.534893, 0.417907)  0.057
C (-0.123588, 4.731111, 1.595589)  0.037
C (0.736066, 3.749268, 2.072295)  0.062
C (0.838512, 2.560918, 1.368593)  -0.177
N (0.105686, 2.381158, 0.267001)  -0.047
C (1.763538, 1.441909, 1.640784)  -0.189
C (2.760649, 1.522713, 2.591273)  0.039
C (3.693412, 0.500859, 2.696041)  0.023
C (3.598575, -0.572196, 1.829573)  0.007
C (2.567934, -0.602825, 0.908704)  -0.120
N (1.653213, 0.363946, 0.812447)  -0.048
H (-2.158593, 1.883956, -5.110983)  0.141
H (-2.782896, 4.176951, -4.313038)  0.143
H (-2.105198, 4.859174, -2.026709)  0.135
H (-0.984060, 0.372431, -3.562878)  0.079
H (-1.475811, 5.315540, 0.032127)  0.135
H (-0.221343, 5.665123, 2.132910)  0.142
H (1.314091, 3.923797, 2.967935)  0.134
H (2.834623, 2.392950, 3.226979)  0.132
H (4.490863, 0.560061, 3.424728)  0.141
H (4.319769, -1.377616, 1.841691)  0.140
H (2.484594, -1.412845, 0.210729)  0.076
C (-0.427318, -1.896905, -3.213857)  -0.194
P (-0.090919, -1.696635, -1.443743)  0.853
C (1.328913, -2.795976, -1.226829)  -0.194
C (-1.483264, -2.484995, -0.608676)  -0.372
C (-1.743177, -3.845835, -0.754131)  -0.044
C (-2.835673, -4.415125, -0.119218)  -0.018
C (-3.678980, -3.630435, 0.658310)  -0.019
C (-3.431761, -2.273949, 0.804266)  -0.063
C (-2.328484, -1.706729, 0.176307)  -0.398
P (-2.035391, 0.065478, 0.252018)  0.851
C (-3.421676, 0.707477, -0.723975)  -0.181
C (-2.329038, 0.801402, 1.878424)  -0.184
H (-0.391086, -2.963767, -3.439060)  0.075
H (0.337582, -1.396351, -3.808718)  0.052
H (-1.423496, -1.545600, -3.476010)  0.060
H (1.123329, -3.712664, -1.780112)  0.071
H (1.477226, -3.056089, -0.181172)  0.054
H (2.222889, -2.339077, -1.655756)  0.064
H (-1.102302, -4.472110, -1.362963)  0.119
H (-3.035346, -5.471665, -0.237108)  0.130
H (-4.536187, -4.075899, 1.145385)  0.129
H (-4.105718, -1.674165, 1.405136)  0.118
H (-4.334497, 0.364283, -0.232040)  0.080
H (-3.411739, 0.295409, -1.732027)  0.065
H (-3.441841, 1.795253, -0.761836)  0.056
H (-3.135484, 0.265918, 2.382019)  0.072
H (-2.647302, 1.835105, 1.731422)  0.065
H (-1.436609, 0.769618, 2.495384)  0.027
O (-0.223644, -1.391508, 1.854197)  -0.619
S (0.240242, -1.356680, 3.309595)  0.972
C (1.183144, -2.886879, 3.583734)  -0.301
C (0.184193, -3.945632, 4.032407)  -0.210
C (-0.742390, -3.224886, 5.005989)  -0.207
C (-1.178960, -1.944534, 4.297389)  -0.289
H (1.915841, -2.665502, 4.362544)  0.105
H (1.705206, -3.091280, 2.649190)  0.086
H (0.693611, -4.789638, 4.494941)  0.131
H (-0.377421, -4.320882, 3.173929)  0.119
H (-0.208852, -2.985674, 5.927488)  0.127
H (-1.610963, -3.821918, 5.280439)  0.130
H (-1.512760, -1.150197, 4.962371)  0.098
H (-1.940678, -2.144342, 3.540866)  0.087
F (1.852225, 3.331825, -1.484729)  0.161
C (2.215651, 2.884696, -2.700971)  -0.542
F (1.176386, 3.116327, -3.514515)  0.183
F (3.243446, 3.596081, -3.107938)  0.236
C (2.532513, 1.361981, -2.635033)  -0.225
O (1.598730, 0.584251, -1.978016)  -0.264
C (3.892783, 1.154292, -1.891650)  -0.552
F (4.056422, -0.137656, -1.591830)  0.172
F (3.867991, 1.825118, -0.725084)  0.173
F (4.924197, 1.560115, -2.598165)  0.235
C (2.629312, 0.789681, -4.087174)  -0.559
F (3.373725, 1.535299, -4.878462)  0.228
F (3.120367, -0.447416, -4.051935)  0.194
F (1.394662, 0.705465, -4.615294)  0.155

Forces on atoms 1 to 2 (eV/Å):
Ir 0.199 0.104 -0.821
C -0.021 0.059 -0.018

Results
Energy relative to the best compared isomer or geometry (same formula, charge and spin): 2.527 eV
Total energy: -100042.59175 eV
Charge: +3
2S+1: 2
Kohn-Sham gap (spin up / spin down): 7.648 / 5.056 eV
F_max: 0.85 eV Å⁻¹



Below is an isolated molecule of C4H5NS3 in a non-equilibrium geometry, with properties calculated with ωB97M-V with the def2-TZVPD basis set.

Each line ends with the natural charge from an NBO analysis.
Positions of all 13 atoms, in Å:
C (0.669943, 0.664383, -0.964007)  -0.288
C (0.069649, 0.019298, 0.274186)  0.174
C (-0.377122, -0.827384, 2.519126)  -0.546
C (0.650833, -0.023723, 1.747788)  -0.477
H (-1.568380, 0.292336, -1.778681)  0.168
H (-0.006452, -1.736679, 3.099717)  0.234
H (-0.897390, -0.245325, 3.247485)  0.223
H (1.615216, -0.532021, 1.638229)  0.247
H (0.918897, 0.991510, 2.212596)  0.252
N (-1.000751, -0.634550, 0.032825)  -0.516
S (-0.446254, 0.670401, -2.364452)  0.113
S (2.273757, 1.158463, -0.965905)  0.024
S (-1.773531, -1.411578, 1.448377)  0.393

Forces on atoms 1 to 2 (eV/Å):
C 0.756 -0.192 0.479
C -0.498 -0.082 0.485

Results
Energy relative to the best compared isomer or geometry (same formula, charge and spin): 1.431 eV
Total energy: -38223.30223 eV
Kohn-Sham gap: 7.879 eV
F_max: 3.10 eV Å⁻¹



Below is C3H5GaO3 as an isolated structure in a non-equilibrium geometry, with properties calculated with ωB97M-V with the def2-TZVPD basis set.

Each line ends with the natural charge from an NBO analysis.
Positions of all 12 atoms, in Å:
H (1.225295, 0.153987, -1.403875)  0.248
C (1.434145, 0.112974, -0.315493)  -0.148
C (0.486178, -0.896311, 0.277071)  -0.222
O (-0.906733, -0.763654, -0.136501)  -0.343
C (-1.551266, 0.291152, 0.212489)  0.494
O (-2.767550, 0.232156, -0.234404)  -0.516
Ga (-0.226546, 1.664424, 1.059780)  1.869
O (1.326912, 1.397556, 0.209941)  -0.817
H (2.436242, -0.287075, -0.064204)  0.273
H (1.029458, -1.878928, -0.436661)  0.348
H (0.590042, -1.131321, 1.340761)  0.263
H (-3.076182, 1.105035, -0.508909)  0.550

Forces on atoms 1 to 2 (eV/Å):
H 0.564 0.104 0.344
C -0.403 -1.555 -0.088

Results
Energy relative to the best compared isomer or geometry (same formula, charge and spin): 0.962 eV
Total energy: -61686.21666 eV
Charge: +2
Kohn-Sham gap (spin up / spin down): 6.822 / 6.822 eV
F_max: 5.83 eV Å⁻¹



Below is C9H3Cl5NO2TeZr as an isolated structure in a non-equilibrium geometry, with properties calculated with ωB97M-V with the def2-TZVPD basis set.

Each line ends with the natural charge from an NBO analysis.
Positions of all 22 atoms, in Å:
Zr (-2.246048, -1.331504, -1.115819)  1.788
Cl (3.880669, -0.511006, 2.674480)  0.075
C (2.622616, -0.844145, 1.549619)  -0.078
C (2.929782, -1.034368, 0.205534)  -0.125
C (1.948635, -1.311612, -0.734440)  -0.126
Cl (2.403390, -1.550366, -2.367285)  0.095
C (0.609323, -1.402077, -0.357614)  0.421
O (-0.306034, -1.712808, -1.282182)  -0.811
C (0.293766, -1.194905, 1.017759)  -0.308
C (-1.011647, -1.252172, 1.597736)  0.469
O (-2.113337, -1.361251, 0.997626)  -0.725
C (1.315741, -0.934030, 1.959080)  -0.116
H (3.961167, -0.975039, -0.117263)  0.263
H (-1.063264, -1.220030, 2.688730)  0.194
H (1.062016, -0.799305, 3.002064)  0.244
Cl (-2.534005, 4.148051, 0.296725)  0.125
C (-1.726284, 3.519424, -1.136247)  -0.258
Cl (-0.020473, 3.957716, -1.160803)  0.122
Cl (-2.542235, 3.986473, -2.608043)  0.147
C (-1.782289, 2.040378, -1.033723)  0.474
N (-1.828083, 0.900285, -0.958602)  -0.485
Te (-3.853406, -1.117700, -3.117335)  -0.384

Forces on atoms 1 to 2 (eV/Å):
Zr -0.451 0.626 -1.167
Cl -0.011 -0.001 0.002

Results
Energy relative to the best compared isomer or geometry (same formula, charge and spin): 1.018 eV
Total energy: -86146.05696 eV
Charge: +1
Kohn-Sham gap: 5.682 eV
F_max: 1.40 eV Å⁻¹



Below is a 2-piece molecular cluster, C5H7NO overall, with properties calculated with ωB97M-V with the def2-TZVPD basis set.

Each line ends with the natural charge from an NBO analysis.
Positions of all 14 atoms, in Å:
C (-1.585648, 0.325958, -1.220197)  -0.506
C (-1.404940, -0.127165, -0.010039)  0.175
C (-1.037738, -0.549342, 1.172337)  -0.416
C (0.320183, -1.171724, 1.369872)  0.442
O (0.798692, -1.980490, 0.609050)  -0.554
H (-1.365423, 1.363959, -1.466450)  0.226
H (-1.929397, -0.319704, -2.021918)  0.235
H (-1.689833, -0.480682, 2.040514)  0.240
H (0.819218, -0.891654, 2.315071)  0.131
C (1.415525, 0.514993, -0.866471)  -0.027
N (1.465884, 0.797677, 0.366790)  -0.625
H (1.351986, -0.538488, -1.156427)  0.190
H (1.386569, 1.256228, -1.672675)  0.151
H (1.454922, 1.800433, 0.540543)  0.340

Forces on atoms 1 to 2 (eV/Å):
C -0.063 -0.102 0.207
C 0.083 -0.014 -0.059

Results
Structure (SMILES): C=C=CC=O.C=N
Energy relative to the best compared isomer or geometry (same formula, charge and spin): 3.418 eV
Total energy: -8832.78530 eV
Kohn-Sham gap: 10.326 eV
F_max: 0.48 eV Å⁻¹



Below is a 2-piece molecular cluster, C6H12 overall, with properties calculated with ωB97M-V with the def2-TZVPD basis set.

Each line ends with the natural charge from an NBO analysis.
Positions of all 18 atoms, in Å:
C (-0.490392, 1.200940, -1.722327)  -0.425
C (-0.936937, 0.248859, -0.898872)  -0.153
C (-0.221050, -1.029739, -0.542589)  -0.449
C (1.285758, -1.079888, -0.789524)  -0.614
H (0.544922, 1.216005, -2.049986)  0.190
H (-1.117291, 2.022334, -2.070481)  0.202
H (-1.959347, 0.316141, -0.526250)  0.198
H (-0.416890, -1.303455, 0.506556)  0.219
H (-0.714162, -1.821741, -1.121978)  0.215
H (1.511857, -0.891899, -1.843017)  0.207
H (1.668426, -2.075933, -0.540226)  0.213
H (1.856519, -0.355690, -0.190541)  0.205
C (-0.084613, 0.056036, 2.352745)  -0.413
C (-0.227530, 1.190228, 1.679194)  -0.375
H (-0.927182, -0.456638, 2.804150)  0.193
H (0.831406, -0.524871, 2.322778)  0.193
H (0.581697, 1.613920, 1.093434)  0.198
H (-1.185191, 1.675391, 1.536935)  0.196

Forces on atoms 1 to 2 (eV/Å):
C 0.000 -0.161 0.389
C -0.007 0.024 -0.616

Results
Structure (SMILES): C=CCC.C=C
Energy relative to the best compared isomer or geometry (same formula, charge and spin): 2.205 eV
Total energy: -6414.73557 eV
Kohn-Sham gap: 10.626 eV
F_max: 0.62 eV Å⁻¹



Below is an isolated molecule of C5H6O2, with properties calculated with ωB97M-V with the def2-TZVPD basis set.

Each line ends with the natural charge from an NBO analysis.
Positions of all 13 atoms, in Å:
O (1.040143, -3.636241, -0.317981)  -0.516
C (0.656726, -2.496323, -0.442752)  0.407
C (1.261096, -1.342262, 0.256147)  -0.400
C (0.708785, -0.159391, 0.114520)  0.144
C (0.331171, 0.998556, -0.346924)  -0.306
C (-0.722501, 1.994924, 0.097230)  -0.082
O (-1.708906, 1.464942, 0.946682)  -0.697
H (-0.185230, -2.228711, -1.116223)  0.115
H (2.178223, -1.488496, 0.820591)  0.243
H (0.959959, 1.191902, -1.214591)  0.246
H (-0.231578, 2.874188, 0.548439)  0.179
H (-1.260086, 2.368964, -0.781449)  0.199
H (-1.289009, 1.173479, 1.764799)  0.469

Forces on atoms 1 to 2 (eV/Å):
O -0.124 0.414 -0.104
C 0.076 -0.350 0.086

Results
Structure (SMILES): O=CC=C=CCO
Energy relative to the best compared isomer or geometry (same formula, charge and spin): 2.384 eV
Total energy: -9374.71206 eV
Kohn-Sham gap: 9.983 eV
F_max: 0.74 eV Å⁻¹



Below is an isolated ion of composition C5H4N and charge +1 in a non-equilibrium geometry, with properties calculated with ωB97M-V with the def2-TZVPD basis set.

Each line ends with the natural charge from an NBO analysis.
Positions of all 10 atoms, in Å:
C (-1.527690, -0.128280, -0.588641)  -0.369
C (-2.718898, -0.429863, -0.991417)  0.474
C (1.322137, -1.860073, 0.612301)  -0.024
C (0.264165, -1.288124, 0.637770)  0.052
C (-0.539865, 0.917491, -0.791291)  -0.032
N (-0.637168, -0.324352, 0.535706)  -0.429
H (2.175738, -2.327832, 0.982627)  0.265
H (0.451048, 0.959129, -1.414165)  0.298
H (-0.758234, 1.992571, -0.539260)  0.269
H (-1.227955, -0.058406, 1.447598)  0.495

Forces on atoms 1 to 2 (eV/Å):
C 1.713 0.389 -0.684
C -1.210 -0.549 -0.403

Results
Energy relative to the best compared isomer or geometry (same formula, charge and spin): 5.920 eV
Total energy: -6722.41969 eV
Charge: +1
Kohn-Sham gap: 8.549 eV
F_max: 5.26 eV Å⁻¹



> The lowest F_max belongs to which entry?

C5H7NO



> Which of these has the lowest F_max?

C5H7NO



> Which of these has the highest total energy?

C6H12